(1)
Below is a 3-piece molecular cluster, C22H40F4N3O4 overall at a distorted geometry, with properties calculated with ωB97M-V with the def2-TZVPD basis set.

Each line ends with the Löwdin charge.
Positions of all 73 atoms, in Å:
C1 1.313 -0.438 -0.891  -0.0987
N1 -0.060 -0.758 -1.348  -0.0146
C2 -1.080 -0.102 -0.549  -0.3412
F1 -0.936 -0.277 0.824  0.0418
C3 -1.287 1.431 -0.885  -0.6401
O1 -1.410 1.828 -2.061  -0.0526
O2 -1.370 2.293 0.066  -0.0912
C4 -2.469 -0.816 -0.931  -0.4605
F2 -3.492 -0.478 -0.101  0.1275
F3 -2.795 -0.641 -2.242  0.1250
F4 -2.240 -2.181 -0.793  0.0662
H1 1.417 -0.295 0.206  0.0851
H2 1.780 0.418 -1.448  0.0633
H3 1.951 -1.332 -1.149  0.0757
H4 -0.154 -0.326 -2.277  0.1171
C5 3.303 5.196 -3.222  -0.0278
C6 3.823 3.814 -2.733  -0.4649
C7 5.367 3.779 -2.708  -0.1446
C8 6.029 3.544 -4.060  -0.1873
C9 5.408 2.340 -4.758  -0.1434
C10 3.886 2.475 -4.892  -0.4903
N2 3.223 2.743 -3.582  -0.0512
O3 3.230 1.621 -2.890  -0.0246
C11 3.581 3.597 -5.909  -0.0496
C12 3.326 1.209 -5.566  -0.0424
C13 3.367 3.742 -1.261  -0.0436
H5 2.677 5.128 -4.110  0.0642
H6 2.661 5.674 -2.480  0.0788
H7 4.120 5.889 -3.441  0.0812
H8 5.693 2.975 -2.038  0.1201
H9 5.753 4.706 -2.274  0.1192
H10 5.952 4.441 -4.683  0.1021
H11 7.099 3.370 -3.915  0.1097
H12 5.865 2.216 -5.745  0.1205
H13 5.659 1.434 -4.195  0.1247
H14 2.503 3.746 -6.014  0.0932
H15 3.971 3.336 -6.896  0.0840
H16 4.033 4.555 -5.653  0.0610
H17 3.578 0.297 -5.023  0.0787
H18 3.737 1.097 -6.572  0.0814
H19 2.239 1.264 -5.659  0.0939
H20 2.278 3.702 -1.183  0.1012
H21 3.709 4.626 -0.718  0.0873
H22 3.777 2.876 -0.738  0.0773
C14 -4.366 -1.203 4.909  -0.0296
C15 -3.229 -2.036 4.248  -0.4634
C16 -3.576 -2.414 2.793  -0.1358
C17 -4.521 -3.599 2.640  -0.1765
C18 -4.040 -4.781 3.471  -0.1426
C19 -3.840 -4.407 4.945  -0.4950
N3 -2.943 -3.225 5.111  -0.0659
O4 -1.705 -3.623 4.871  -0.0195
C20 -5.225 -4.147 5.577  -0.0528
C21 -3.314 -5.636 5.708  -0.0507
C22 -2.055 -1.047 4.152  -0.0471
H23 -4.770 -1.667 5.807  0.0584
H24 -4.009 -0.229 5.249  0.0754
H25 -5.196 -1.024 4.222  0.0858
H26 -2.651 -2.660 2.261  0.1244
H27 -3.997 -1.549 2.275  0.1186
H28 -5.540 -3.311 2.922  0.1035
H29 -4.571 -3.890 1.588  0.1151
H30 -4.756 -5.603 3.383  0.1202
H31 -3.101 -5.154 3.047  0.1265
H32 -5.127 -3.849 6.624  0.0873
H33 -5.833 -5.054 5.553  0.0836
H34 -5.806 -3.385 5.059  0.0624
H35 -2.386 -6.027 5.288  0.0766
H36 -4.041 -6.450 5.671  0.0807
H37 -3.141 -5.398 6.761  0.0862
H38 -1.686 -0.763 5.141  0.0873
H39 -2.370 -0.136 3.640  0.0978
H40 -1.219 -1.451 3.580  0.0773

Output
* max |F|: 4.58 eV/Å
* total charge: -1
* LUMO energy (spin up / spin down): 2.40 / 2.12 eV
* electronic energy: -1726.882388 a.u.
* frontier orbital gap (spin up / spin down): 6.654 / 6.374 eV
* spin multiplicity: 3

---

(2)
Below is C5H6S3 as an isolated structure at a distorted geometry, with properties calculated with ωB97M-V with the def2-TZVPD basis set.

Each line ends with the Löwdin charge.
Positions of all 14 atoms, in Å:
C1 0.852 -1.092 0.313  -0.6718
C2 0.143 0.797 0.198  -0.8231
C3 -0.963 -0.120 0.347  -0.2384
C4 1.446 0.147 0.887  -0.7505
C5 -1.999 -0.279 -0.689  -0.0777
S1 1.149 -2.449 -0.499  0.7483
S2 0.271 2.110 -0.772  0.7201
S3 3.022 0.739 0.359  0.7074
H1 -1.069 -0.404 1.404  0.1340
H2 1.443 0.038 2.010  0.1292
H3 -1.497 -0.220 -1.583  0.0469
H4 -2.623 0.577 -0.450  0.0923
H5 -2.647 -1.176 -0.687  0.0997
H6 2.470 1.331 -0.836  -0.1163

Output
* max |F|: 4.52 eV/Å
* energy relative to the best compared isomer or geometry (same formula, charge and spin): 352.3 kJ/mol
* LUMO energy: -1.30 eV
* electronic energy: -1388.541611 a.u.
* frontier orbital gap: 6.965 eV